Entry 1:
DFT (ωB97M-V/def2-TZVPD) results for a cluster of 18 separate species, H34O21P in total in a non-equilibrium geometry.

Positions of all 56 atoms, in Å:
O -15.15075 -2.33254 24.84969
H -14.34549 1.39627 23.27882
H -12.04982 0.29764 23.73068
H -13.71400 -3.72715 27.63421
O -15.57107 -2.52386 20.97092
H -12.54217 -1.78975 21.81172
H -10.48725 -1.99288 25.99714
O -11.74441 -1.68224 21.29378
O -13.66468 -5.65406 24.89803
H -16.35944 -3.21622 22.39672
O -13.29185 -4.62877 22.05296
H -16.23035 -3.11535 23.90173
H -13.50700 -3.69608 22.04699
O -15.08602 -0.23949 26.83200
H -13.27603 0.10212 21.20776
H -12.52770 0.57725 25.67119
H -14.78458 -2.40221 21.50277
O -14.08266 0.18829 21.71585
O -14.54650 1.54340 24.20303
H -11.58284 -3.04786 23.89970
H -11.66607 -0.17756 22.34547
H -14.16384 0.79112 24.65457
H -13.47118 -4.71700 24.92465
H -14.19502 -0.66522 22.13433
O -16.77759 -3.49176 23.21248
H -15.19618 -3.54341 26.09353
O -10.73453 -1.08722 25.81043
O -11.09788 -4.76082 25.91410
O -10.78874 -3.05333 23.36527
O -11.92674 1.19646 26.08551
H -11.60932 -1.15143 25.42723
H -12.92283 -3.06666 26.52530
H -11.03364 -2.58576 22.56675
O -12.93666 -3.19202 27.47415
H -11.78299 -2.38495 20.64497
O -11.57300 0.56331 22.94437
H -13.01127 -4.80460 22.95106
P -13.69937 -2.06811 24.32471
H -15.93949 -4.76683 26.58609
H -14.33647 -0.49646 26.29501
H -12.85040 -6.07517 25.17345
H -16.16057 -1.25563 24.17510
O -15.35811 -4.06528 26.87944
H -11.61996 -4.07541 25.49711
O -16.53591 -0.52736 23.68015
H -15.51493 -1.84316 20.30030
H -18.02129 -1.79728 25.21802
O -12.73999 -3.16414 24.87803
H -15.74142 -0.91797 26.66962
H -11.06351 0.79432 25.98886
H -15.78598 -0.12004 23.24666
O -13.74106 -2.09740 22.75608
O -17.47103 -2.00397 25.97349
H -11.44166 -4.81535 26.80577
O -13.15386 -0.67765 24.79747
H -16.58322 -2.04914 25.61855

Calculated values
total charge	-3
energy	-52843.51698	eV
Kohn-Sham gap	8.2	eV
relative energy (zero: lowest compared OMol25 entry of this formula, charge and spin)	54.7	kcal/mol
multiplicity	1

Calculated atomic charges, method Löwdin, unit e: O -0.39; H -0.01; H -0.02; H -0.01; O -0.06; H -0.04; H 0.03; O -0.07; O -0.07; H -0.03; O -0.07; H -0.05; H -0.04; O -0.05; H 0.02; H -0.05; H -0.03; O -0.07; O -0.07; H -0.08; H -0.03; H -0.03; H -0.04; H -0.04; O -0.08; H -0.02; O -0.07; O -0.08; O -0.07; O -0.09; H -0.03; H -0.05; H -0.03; O -0.07; H 0.07; O -0.06; H 0.00; P 0.35; H 0.05; H -0.02; H 0.02; H -0.06; O -0.07; H -0.06; O -0.06; H 0.04; H 0.03; O -0.39; H -0.01; H 0.00; H -0.01; O -0.38; O -0.07; H 0.02; O -0.39; H -0.06

***

Entry 2:
DFT (ωB97M-V/def2-TZVPD) results for a structure of composition C40H55AsO3PPd in a non-equilibrium geometry.

Positions of all 101 atoms, in Å:
H -0.14061 -2.76771 0.00902
C 0.11496 -0.43798 -3.17640
H 1.91125 2.40613 4.43799
C 3.25143 -0.10755 -1.23346
C -1.79096 -1.58308 -4.41715
H -0.56365 2.31103 -3.62518
H -3.63528 -4.01404 5.51303
C -2.09824 -2.95213 -0.85033
C -2.15295 2.05466 5.23835
H 2.31670 1.77957 -0.99418
H 3.97602 1.06270 -4.79418
H -3.30575 2.98477 0.01516
H 3.06687 -1.07305 -1.71192
H -0.87060 -6.36789 3.26565
C 4.68894 0.31364 -1.49759
H 3.06439 -0.22729 -0.15781
H 5.38562 -0.37673 -1.01646
H -2.00398 -2.52609 -3.91241
H -2.49021 1.38341 -1.59682
C -2.78334 -4.08354 4.84972
H 3.29067 -0.34888 2.79139
H -1.88200 -0.71826 -2.43857
C -1.09449 -2.99328 3.52308
H -2.02322 1.00324 2.03451
P 0.55073 0.35630 -1.51663
H 3.19476 -0.31401 -4.02634
C 2.63467 1.48873 2.61583
H -2.78310 -6.22510 4.82133
C 0.54662 -2.41543 -4.67036
C -1.39952 -0.50430 -3.39463
C -1.72081 3.79714 -2.57663
H -4.14472 -2.93911 -1.50593
H -0.41245 -0.83073 5.53618
C -1.93393 4.23696 -1.12943
H 1.70190 -1.90082 -2.92436
H 5.70103 1.16328 -3.20656
H -1.02525 4.73256 -0.78615
C -0.98202 -0.02817 5.07089
C -0.63147 -4.24456 3.13550
H 1.45883 -2.18755 -5.22843
H 4.77346 1.77283 2.90401
H 5.42404 -0.56935 -3.33841
C -1.23312 -5.40235 3.59149
Pd 0.58555 0.23101 0.83023
H -1.29633 1.02364 6.91217
H 4.83986 1.29800 -1.05279
C -3.86642 -1.85590 0.32171
H -1.69799 3.16110 0.72765
C 3.70580 0.62841 -3.82596
H -2.74681 4.96696 -1.08170
H -0.97812 -2.50124 -6.20107
C 0.66040 -1.86229 -3.24193
C -2.18323 -2.93007 4.38081
H 3.27845 2.50702 -2.90046
O 1.87112 2.77804 0.72272
C 4.97536 0.37098 -3.00658
H -1.58875 4.67518 -3.21574
H -2.56903 -1.96596 4.68700
H -2.61308 3.27504 -2.93122
H -2.87748 2.86115 3.39079
H -3.33323 -0.89517 2.14735
H 3.80743 3.26583 2.94035
C 2.29573 0.97829 -1.74669
C -1.19380 -2.50933 0.09683
H 1.31358 0.77132 4.14266
C -1.61619 -1.75099 1.18705
H 0.58191 0.15435 -3.96959
C -0.65754 -1.82119 -5.40726
C 1.49007 2.12381 1.70720
H -4.91396 -1.60320 0.42280
H -1.75909 -3.56926 -1.67413
H -1.76223 0.46421 -3.74056
H -0.38329 -0.87234 -5.87487
O 2.82899 0.16417 2.11553
C 2.75555 1.56543 -3.08861
C -2.36910 2.03830 3.87217
H 0.09424 -2.47796 -2.54163
H 2.99074 1.01620 4.70123
H 0.21181 -4.29809 2.45225
H 1.90126 1.80018 -3.72549
H -1.67263 0.95645 -0.08244
H 4.09996 2.45994 1.39879
H -2.49022 2.89257 5.83422
H -2.69735 -1.27899 -4.94670
C 3.92314 2.29651 2.45954
C -2.96786 -1.44782 1.29305
C -1.89726 0.98696 3.10956
C -2.31092 -5.32290 4.45798
As -0.29001 -1.38855 2.59875
C -2.23758 3.04013 -0.21268
H 0.44923 -3.50423 -4.62958
C -3.43791 -2.61037 -0.75372
C 2.18975 1.42005 4.07335
H 0.19010 2.49012 -0.69336
H 0.40959 3.49515 -2.75098
C -0.39183 1.96812 -1.47127
C -1.46910 1.01221 5.84193
C -1.77135 1.73544 -0.85296
C -0.49287 2.88279 -2.69560
O 0.32694 2.05860 2.16776
C -1.19521 -0.05576 3.69529

Calculated values
total charge	-1
energy	-122124.22932	eV
Kohn-Sham gap	6.4	eV
relative energy (zero: lowest compared OMol25 entry of this formula, charge and spin)	40.0	kcal/mol
multiplicity	1

Results of the Löwdin charge analysis, in e, for atoms 1 through 99: H 0.09; C -0.42; H 0.09; C -0.23; C -0.19; H 0.09; H 0.10; C -0.12; C -0.10; H 0.08; H 0.10; H 0.10; H 0.09; H 0.09; C -0.19; H 0.08; H 0.10; H 0.10; H 0.10; C -0.10; H 0.09; H 0.09; C -0.36; H 0.07; P 1.07; H 0.09; C -0.52; H 0.09; C -0.19; C -0.20; C -0.21; H 0.10; H 0.11; C -0.20; H 0.08; H 0.10; H 0.11; C -0.16; C -0.14; H 0.10; H 0.08; H 0.10; C -0.10; Pd 0.26; H 0.09; H 0.11; C -0.09; H 0.10; C -0.21; H 0.10; H 0.10; C -0.21; C -0.11; H 0.12; O -0.05; C -0.20; H 0.10; H 0.09; H 0.10; H 0.10; H 0.09; H 0.08; C -0.42; C -0.16; H 0.05; C -0.40; H 0.10; C -0.21; C -0.71; H 0.10; H 0.09; H 0.10; H 0.11; O -0.10; C -0.19; C -0.08; H 0.09; H 0.08; H 0.09; H 0.08; H 0.06; H 0.07; H 0.09; H 0.11; C -0.03; C -0.11; C -0.14; C -0.11; As 1.31; C -0.19; H 0.10; C -0.11; C -0.03; H 0.08; H 0.11; C -0.43; C -0.10; C -0.24; C -0.19

***

Entry 3:
DFT (ωB97M-V/def2-TZVPD) results for the molecule C20H19N3O5.

Positions of all 47 atoms, in Å:
O 2.34429 1.50366 -0.84311
H -5.12336 -0.87277 -0.98217
H 5.15848 -0.25324 -1.37086
C 0.14548 0.73805 -1.25024
C -4.26330 -0.28778 -0.64095
N -4.32102 -0.28476 0.83157
C 1.90788 -0.33673 2.40082
C 1.11586 -1.61531 -2.35044
H -4.76925 0.57089 1.15674
H 1.49628 -2.27110 1.57994
O 3.34374 -0.95930 -1.88231
C 3.32488 -0.65063 2.77240
C 1.51361 0.52498 -1.31652
C -2.13789 0.61654 1.39887
C 4.12017 -0.10743 -1.06907
N -3.06053 -0.38467 1.44704
C -0.22745 -1.02107 1.50876
C 0.06450 1.21024 2.34794
C 3.68334 1.34440 -1.25575
C -0.72635 -0.22641 -1.73055
C -4.17634 1.08361 -1.31054
C 1.37723 0.92305 2.65813
H 3.38761 -0.85166 3.84256
H -0.82037 -1.77870 1.01702
C -0.75747 0.23560 1.78849
N -2.12186 -0.01988 -1.56743
H -0.34649 2.19155 2.53082
C -2.75038 1.20369 -1.80236
H -4.36823 1.90459 -0.61739
H 1.51826 -2.52253 -2.77102
H -0.21644 1.65777 -0.82199
O -2.23762 2.13936 -2.34266
O -2.66529 -2.12787 -0.83869
C -2.95195 -0.97563 -1.03159
H -4.85967 1.18486 -2.15454
O -2.44947 1.74372 1.05726
H 3.97902 0.19238 2.55668
C 2.00398 -0.67377 -1.84681
H 4.27926 2.02104 -0.64173
H 3.68482 -1.53119 2.24466
H 3.78533 1.62042 -2.31417
H -0.92949 -2.13800 -2.68177
C -0.24631 -1.39698 -2.30203
H 2.00386 1.68459 3.09899
H -2.80035 -1.32610 1.70131
H 3.99594 -0.38593 -0.01459
C 1.09305 -1.29557 1.81130

Calculated values
energy	-35756.68147	eV
Kohn-Sham gap	9.0	eV
relative energy (zero: lowest compared OMol25 entry of this formula, charge and spin)	35.3	kcal/mol
multiplicity	1

Calculated atomic charges, method Löwdin, unit e: O -0.02; H 0.15; H 0.13; C 0.08; C -0.19; N 0.03; C -0.28; C 0.02; H 0.13; H 0.12; O -0.02; C -0.06; C -0.19; C -0.44; C -0.14; N 0.05; C -0.02; C 0.00; C -0.14; C -0.18; C -0.03; C -0.03; H 0.09; H 0.11; C -0.15; N 0.12; H 0.12; C -0.41; H 0.13; H 0.12; H 0.14; O 0.14; O 0.11; C -0.39; H 0.13; O 0.08; H 0.08; C -0.20; H 0.13; H 0.07; H 0.14; H 0.12; C 0.00; H 0.12; H 0.14; H 0.12; C -0.03

***

Entry 4:
DFT (ωB97M-V/def2-TZVPD) results for a cluster of 2 separate species, C6H16 in total in a non-equilibrium geometry.

Positions of all 22 atoms, in Å:
H 2.50242 1.43944 -0.03628
H -1.71911 -2.14620 2.11066
H -0.08073 2.17947 -1.14183
H -1.08935 -2.94626 0.70165
H -0.10406 -1.82607 -1.28543
H -0.54008 -0.07732 -1.47072
H 0.48886 2.61428 0.50458
H 0.31498 -0.56440 2.18300
C -1.64831 -2.05718 1.02562
C -0.81082 -1.04067 -1.04689
C 0.44830 -0.78044 1.11482
H -1.47066 0.08044 0.63102
C -0.92019 -0.84705 0.46215
H -2.61910 -2.23033 0.54823
H 1.98233 1.13156 -1.67723
H 0.81997 3.67057 -0.80531
H 1.05236 -1.67804 1.02644
H -1.78930 -1.29471 -1.46087
H 1.06813 0.04891 0.77357
C 0.72421 2.61164 -0.55926
C 2.02984 1.88125 -0.89060
H 2.81601 2.55303 -1.23203

Calculated values
energy	-6481.28535	eV
Kohn-Sham gap	12.4	eV
relative energy (zero: lowest compared OMol25 entry of this formula, charge and spin)	8.6	kcal/mol
multiplicity	1

Calculated atomic charges, method Löwdin, unit e: H 0.04; H 0.08; H 0.05; H 0.08; H 0.08; H 0.05; H 0.06; H 0.08; C -0.11; C -0.09; C -0.09; H 0.13; C -0.49; H 0.07; H 0.06; H 0.06; H 0.08; H 0.08; H 0.04; C -0.16; C -0.18; H 0.06